# 1
DFT (ωB97M-V/def2-TZVPD) results for C23H34NO4PtSi as an isolated structure.

Each line ends with the Mulliken charge.
Atoms and positions in Å:
Pt1 -1.1132 -0.2028 0.3962  2.01
Si1 -1.8682 -0.4536 -2.6356  0.33
O1 -1.4264 -2.3739 0.8628  -0.86
O2 -1.0708 -0.4208 2.7308  -0.78
O3 -1.5062 -4.0083 2.4179  -0.78
O4 1.6619 -0.4087 0.2981  -0.09
N1 -0.5274 -0.2921 -1.5362  -0.58
C1 -3.4891 -0.5617 -1.7209  -1.25
C2 1.9262 -0.3359 -1.0631  0.82
C3 4.5891 0.1206 3.1756  -0.46
C4 1.1440 -0.3189 -3.3085  -0.49
C5 4.1224 1.2141 2.4487  -0.72
C6 -1.9630 3.9495 -0.6330  -1.87
C7 3.5124 -0.3622 -2.8941  -0.73
C8 -2.7858 -1.7012 3.7670  -1.84
C9 2.4514 -0.3474 -3.7786  -1.26
C10 -2.0376 1.0118 -3.8029  -1.20
C11 3.1640 1.0436 1.4595  0.24
C12 -1.3836 -1.7665 3.1956  1.92
C13 4.0881 -1.1473 2.9041  -0.65
C14 -1.4077 -2.8332 2.0556  0.22
C15 -1.6221 1.7199 0.5177  -1.37
C16 -1.7734 -1.9994 -3.6849  -1.19
C17 0.8001 -0.3141 -1.9351  0.95
C18 0.3262 2.9274 -0.5145  -0.86
C19 2.6762 -0.2274 1.1976  -0.49
C20 -1.1685 2.6404 -0.6135  2.23
C21 3.1352 -1.3235 1.9039  -0.05
C22 -0.3732 -2.1651 4.2574  -1.65
C23 3.2307 -0.3603 -1.5309  -0.92
H1 -2.7190 1.7105 0.5595  0.66
H2 -1.2491 2.1254 1.4686  0.45
H3 0.3339 -0.3022 -4.0267  0.12
H4 -3.0314 3.7572 -0.7869  0.42
H5 -2.1717 1.9422 -3.2381  0.34
H6 0.5477 3.4783 0.4101  0.40
H7 4.5383 -0.3882 -3.2415  0.37
H8 -0.7206 -3.0649 4.7634  0.38
H9 -1.3416 2.1321 -1.5568  -1.33
H10 -0.9302 -1.9970 -4.3835  0.36
H11 0.6794 3.5229 -1.3648  0.42
H12 -0.2584 -1.3543 4.9851  0.40
H13 2.6305 -0.3663 -4.8482  0.37
H14 5.3275 0.2591 3.9578  0.38
H15 4.4410 -2.0044 3.4677  0.39
H16 -4.2778 -0.9313 -2.3968  0.39
H17 -2.6969 -2.1148 -4.2665  0.36
H18 -3.8008 0.4181 -1.3352  0.27
H19 -1.6637 -2.8779 -3.0347  0.28
H20 -3.4126 -1.2536 -0.8757  0.32
H21 -1.1587 1.1438 -4.4464  0.34
H22 2.7747 1.8849 0.8978  0.38
H23 -3.4837 -1.3329 3.0098  0.34
H24 -1.6193 4.6093 -1.4380  0.40
H25 0.6029 -2.3861 3.8127  0.31
H26 -0.1506 -0.4363 2.3895  0.15
H27 -1.8480 4.4865 0.3186  0.41
H28 4.5013 2.2072 2.6621  0.39
H29 4.0429 -0.3969 -0.8166  0.44
H30 0.8815 1.9848 -0.4982  -0.33
H31 -3.0863 -2.7033 4.0698  0.41
H32 -2.9164 0.8822 -4.4515  0.43
H33 2.7385 -2.3051 1.6631  0.55
H34 -2.8151 -1.0319 4.6336  0.39

Cartesian forces (eV/Å) of the 2 atoms listed first:
Pt -0.53 -0.86 1.26
Si 0.04 0.04 0.14

Summary:
Max |F| (eV/A): 1.61
Net charge: -1



# 2
DFT (ωB97M-V/def2-TZVPD) results for C23H35AsBr2F6GeN4O7S5Si2W as an isolated structure.

Each line ends with the Mulliken charge.
Atoms and positions in Å:
W1 0.0376 -0.1798 0.3835  -2.08
Br1 0.3201 6.8214 -1.6627  -0.16
Br2 -5.0392 1.7275 -3.5310  -0.20
As1 -0.7467 -2.1893 1.1327  1.30
Ge1 1.2444 1.2149 4.0344  1.05
S1 -2.4493 0.4965 1.2301  -0.22
S2 2.5150 0.1964 -1.6526  1.04
S3 -0.1634 -2.0996 -3.2741  1.19
S4 3.1929 -1.6737 0.2428  1.20
S5 0.5965 -2.1187 -1.3700  -0.22
Si1 -1.0996 -2.3736 3.6023  1.05
Si2 -1.3276 -4.5514 0.9372  0.67
F1 3.6095 2.0510 -0.1920  -0.16
F2 2.7887 2.7522 -2.0679  -0.21
F3 4.7344 0.0965 1.3937  -0.17
F4 5.7524 -1.7239 0.8080  -0.19
F5 4.4431 -1.7246 2.5326  -0.18
F6 4.6808 1.7049 -2.0388  -0.20
O1 -0.8614 -0.6700 -3.3315  -0.37
O2 3.2568 -3.0817 0.1123  -0.63
O3 2.1244 0.1217 -3.0042  -0.62
O4 -1.2035 -3.0919 -3.2914  -0.66
O5 2.0447 -1.1061 0.9667  -0.50
O6 0.8542 -2.1727 -4.2620  -0.65
O7 1.4452 0.5475 -0.6752  -0.16
N1 3.5231 -0.8126 -1.0400  -0.48
N2 -1.1611 0.4587 -1.2788  1.68
N3 -2.5300 3.3153 1.2758  -0.71
N4 0.1530 2.4838 -0.0218  1.46
C1 0.5506 0.7595 2.2307  -0.63
C2 -3.3781 1.1315 -2.8691  -0.47
C3 -2.4897 2.1578 1.2531  0.81
C4 -0.4736 4.1018 -1.6537  -1.14
C5 0.9039 3.4139 0.5599  -0.58
C6 -2.0262 -3.7812 4.5284  -1.32
C7 3.2124 1.0782 4.0340  -1.28
C8 0.9995 4.7147 0.1235  -0.92
C9 -3.1287 -0.1587 -2.6522  -1.34
C10 -0.1802 -5.6220 2.0170  -0.96
C11 -1.3819 1.7630 -1.6892  0.75
C12 -3.1671 -4.6240 1.4324  -1.00
C13 -1.0824 -5.1102 -0.8516  -0.90
C14 4.6378 -1.2291 1.3148  0.51
C15 3.4843 1.7747 -1.4976  0.63
C16 -0.5374 2.8188 -1.1111  0.66
C17 0.2795 5.0581 -1.0108  -0.57
C18 -2.0344 -0.8402 4.2147  -0.97
C19 -2.4159 2.1184 -2.5003  -1.02
C20 0.7856 3.1275 4.2980  -1.51
C21 -1.7609 -0.5040 -2.1763  -0.49
C22 0.4989 0.3454 5.6446  -1.19
C23 0.7284 -2.5418 4.1247  -0.91
H1 1.1218 -3.4713 3.7062  0.42
H2 1.2338 0.4589 6.4428  0.47
H3 -1.5758 -6.0617 -1.0574  0.43
H4 -0.4033 0.8828 5.9363  0.44
H5 1.4783 3.8054 3.7987  0.40
H6 -1.5742 0.0820 3.8662  -0.04
H7 0.9012 -2.5531 5.2000  0.54
H8 -2.5885 3.1443 -2.7732  0.48
H9 0.2545 -0.7047 5.5288  -0.02
H10 -0.1078 -5.2595 3.0406  0.24
H11 -0.5064 -6.6619 2.0359  0.37
H12 -1.0103 4.3549 -2.5532  0.60
H13 -3.7751 -4.5330 0.5313  0.39
H14 -2.0993 -0.8066 5.3035  0.44
H15 -1.4642 -4.3681 -1.5559  0.16
H16 -3.0651 -3.5029 4.7088  0.37
H17 -0.2230 3.3388 3.9362  0.42
H18 1.4443 1.0618 1.6268  -0.27
H19 3.5440 0.0400 4.0528  0.30
H20 -3.4550 -5.5420 1.9412  0.35
H21 -2.0235 -4.7324 3.9980  0.34
H22 -3.8309 -0.9610 -2.8180  0.60
H23 1.4580 3.1069 1.4399  0.26
H24 -3.3852 -3.7677 2.0733  0.27
H25 -0.0161 -5.2271 -1.0524  0.25
H26 3.6022 1.5753 4.9232  0.51
H27 1.3023 -1.7250 3.6786  -0.16
H28 1.6112 5.4314 0.6509  0.49
H29 0.8171 -5.5888 1.5734  0.35
H30 -3.0472 -0.8664 3.8096  0.50
H31 -0.1630 1.5818 2.1169  0.25
H32 3.6491 1.5634 3.1606  0.33
H33 0.8103 3.3564 5.3643  0.46
H34 -1.8346 -1.4700 -1.6884  0.58
H35 -1.5490 -3.9249 5.4989  0.46

Cartesian forces (eV/Å) of the 2 atoms listed first:
W -3.07 2.19 -0.54
Br 0.04 -0.01 -0.02

Summary:
Max |F| (eV/A): 4.31
Net charge: 0



Relative energy (zero: lowest compared OMol25 entry of this formula, charge and spin) per entry: 1.061; 2.788 eV
Electronic energy per entry: -1661.44584; -14339.95618 a.u.